The following is a DFT calculation (the ωB97M-V functional and the def2-TZVPD basis) of C6H4O in the gas phase.

Geometry (Å):
C -0.0903 -1.8597 0.1730
C -0.6839 -0.4840 -0.0337
C -1.7968 -0.1894 -0.6508
C 0.0233 0.6710 0.6439
O 0.3789 0.5763 1.7950
C 0.3207 1.8258 -0.1842
C 0.6461 2.7380 -0.9009
H -0.7614 -2.6476 -0.1738
H 0.1155 -1.9960 1.2380
H 0.8526 -1.9342 -0.3790
H 0.9378 3.5479 -1.5348

Calculated values
molar mass = 92.10 g mol⁻¹
energy above the lowest of the compared OMol25 structures with the same formula, charge and spin = 100.97 kcal/mol
LUMO = -1.105 eV
HOMO level = -10.44 eV
energy = -306.050630 Eh
2S+1 = 1

Atomic partial charges in e from the natural (NBO) method, atoms 1 to 8: C -0.599; C -0.476; C 0.308; C 0.523; O -0.465; C -0.143; C -0.100; H 0.233